Record 1
A molecular structure, C6H12F3InNO3Pb at a distorted geometry, computed with ωB97M-V/def2-TZVPD.

Element x y z (Å)
C  1.773  -2.413  0.960
C  1.850  -1.709  -0.400
In  0.472  0.194  -0.100
C  1.595  2.141  -0.647
O  2.480  2.527  0.415
N  1.726  2.869  1.688
O  2.427  2.789  2.576
C  -1.315  -0.129  -1.265
C  -2.509  0.527  -0.565
O  -2.146  1.401  0.498
C  -3.492  -0.529  -0.080
F  -2.850  -1.456  0.686
F  -4.474  -0.016  0.678
F  -4.059  -1.173  -1.111
H  2.156  -3.436  0.895
H  0.733  -2.456  1.294
H  2.302  -1.880  1.753
H  1.448  -2.307  -1.220
H  2.931  -1.652  -0.607
H  0.244  0.212  1.587
H  2.318  2.165  -1.471
H  0.852  2.896  -0.923
H  -1.430  -1.213  -1.344
H  -1.243  0.256  -2.284
H  -3.059  1.150  -1.276
H  -2.175  0.942  1.348
Pb  3.445  0.302  -1.088

Net charge ... +1
Frontier orbital gap ... 6.05 eV
E_tot ... -32608.9297 eV
E_HOMO ... -12.67 eV
Lowest unoccupied orbital energy ... -6.61 eV
Strongest force on any atom ... 1.50 eV Å⁻¹

Record 2
A molecular structure, C12H17ClN5O6P at a distorted geometry, computed with ωB97M-V/def2-TZVPD.

Element x y z (Å)
O  0.373  -3.515  1.389
O  -4.110  1.931  2.761
Cl  3.741  -2.265  -1.699
N  0.340  2.597  -1.765
N  3.363  0.393  -2.280
N  1.617  -0.622  -1.185
O  -1.259  -3.092  -0.109
O  -2.231  3.361  3.457
O  -2.774  1.132  4.808
O  -1.739  1.142  2.347
C  -0.095  -3.660  0.235
C  -0.687  2.049  -1.065
C  2.901  -0.666  -1.702
C  2.608  1.477  -2.333
C  0.815  0.429  -1.296
C  1.318  1.519  -1.835
N  3.204  2.632  -2.687
N  -0.475  0.706  -0.906
C  0.669  -4.649  -0.598
C  4.562  2.797  -3.119
C  -1.846  -2.300  0.930
C  -2.228  -0.135  2.180
C  -1.460  -0.212  -0.330
C  -1.420  -0.824  1.027
P  -2.755  1.956  3.366
H  -2.913  3.766  2.859
H  -3.308  1.677  5.379
H  -1.622  2.461  -0.682
H  2.473  3.348  -2.949
H  1.417  -5.162  0.037
H  1.098  -4.175  -1.412
H  -0.092  -5.371  -0.786
H  4.709  3.870  -3.615
H  5.119  2.854  -2.243
H  4.954  1.967  -3.767
H  -1.748  -2.734  2.009
H  -2.892  -2.309  0.619
H  -1.960  -0.686  3.021
H  -3.321  -0.202  2.003
H  -1.653  -0.954  -1.071
H  -2.281  0.430  -0.206
H  -0.411  -0.959  1.214

Net charge ... 0
Frontier orbital gap ... 8.37 eV
E_tot ... -54267.2937 eV
E_HOMO ... -8.22 eV
Lowest unoccupied orbital energy ... 0.15 eV
Strongest force on any atom ... 6.36 eV Å⁻¹
Energy relative to the best compared isomer or geometry (same formula, charge and spin) ... 131.7 kJ/mol

Record 3
A molecular structure, C34H53BClI2N5O3OsS, computed with ωB97M-V/def2-TZVPD.

Element x y z (Å)
Os  0.315  1.644  -0.795
I  1.534  -0.442  0.997
C  2.852  -0.870  -0.623
I  3.073  0.900  -1.774
H  2.411  -1.643  -1.240
H  3.814  -1.170  -0.224
C  -2.734  1.348  0.547
C  -2.770  1.627  -0.955
C  -4.037  2.395  -1.326
C  -1.527  2.400  -1.418
H  -3.658  0.875  0.888
H  -2.603  2.277  1.106
H  -1.895  0.695  0.817
H  -2.799  0.667  -1.487
H  -4.076  3.345  -0.789
H  -4.935  1.829  -1.067
H  -4.068  2.615  -2.394
H  -1.634  3.437  -1.083
H  -1.518  2.430  -2.515
C  4.921  1.773  5.779
C  4.891  2.961  4.809
C  4.865  4.269  5.615
C  6.178  2.923  3.979
C  3.642  2.914  3.926
C  2.403  2.586  4.479
C  1.224  2.577  3.732
C  1.312  2.916  2.400
O  0.316  2.965  1.460
B  0.979  3.394  0.192
O  2.394  3.534  0.509
C  2.535  3.252  1.835
C  3.702  3.255  2.568
H  5.856  1.780  6.340
H  4.854  0.826  5.240
H  4.110  1.812  6.506
H  5.748  4.342  6.253
H  3.980  4.321  6.252
H  4.856  5.136  4.950
H  7.038  2.872  4.647
H  6.300  3.818  3.367
H  6.206  2.048  3.325
H  2.338  2.337  5.529
H  0.273  2.325  4.183
H  4.635  3.507  2.084
C  -1.369  -5.040  -1.199
C  -0.989  -4.932  -2.677
C  -0.725  -6.356  -3.196
C  0.337  -4.154  -2.783
C  -2.118  -4.243  -3.523
O  -1.633  -3.956  -4.824
C  -3.402  -5.116  -3.733
C  -4.682  -4.928  -2.874
C  -4.705  -5.594  -1.550
C  -4.900  -4.849  -0.353
C  -4.966  -5.476  0.852
C  -4.842  -6.892  0.899
Cl  -4.928  -7.669  2.376
C  -4.658  -7.659  -0.283
C  -4.591  -7.015  -1.476
C  -2.590  -2.878  -2.992
N  -1.602  -1.818  -2.914
C  -1.090  -1.234  -1.825
N  -0.263  -0.271  -2.184
C  -0.326  -0.298  -3.546
N  -1.127  -1.218  -4.023
H  -0.588  -5.581  -0.661
H  -2.295  -5.602  -1.055
H  -1.473  -4.064  -0.720
H  0.194  -6.736  -2.752
H  -0.586  -6.402  -4.279
H  -1.518  -7.056  -2.928
H  1.150  -4.784  -2.420
H  0.336  -3.251  -2.176
H  0.557  -3.872  -3.811
H  -1.311  -4.764  -5.241
H  -3.135  -6.172  -3.740
H  -3.711  -4.878  -4.750
H  -5.477  -5.414  -3.456
H  -4.966  -3.882  -2.781
H  -5.010  -3.774  -0.415
H  -5.120  -4.932  1.774
H  -4.586  -8.736  -0.205
H  -4.466  -7.579  -2.392
H  -3.014  -2.982  -1.994
H  -3.370  -2.518  -3.665
H  -1.332  -1.520  -0.813
H  0.224  0.377  -4.181
C  3.066  8.009  -0.537
N  2.214  6.841  -0.760
C  1.484  6.170  0.115
S  0.252  5.098  -0.518
N  1.615  6.267  1.427
C  2.767  6.742  2.194
H  3.030  8.622  -1.434
H  4.099  7.728  -0.346
H  2.683  8.602  0.287
H  2.055  6.564  -1.716
H  0.918  5.753  1.944
H  2.716  7.809  2.399
H  3.690  6.503  1.672
H  2.770  6.205  3.139

Net charge ... +2
Multiplicity ... 5
Frontier orbital gap (spin up / spin down) ... 5.08 / 1.63 eV
<S²> ... 6.033
E_tot ... -92398.5570 eV
E_HOMO (spin up / spin down) ... -10.85 / -11.06 eV
Lowest unoccupied orbital energy (spin up / spin down) ... -5.77 / -9.44 eV
Strongest force on any atom ... 0.36 eV Å⁻¹
Energy relative to the best compared isomer or geometry (same formula, charge and spin) ... 221.9 kJ/mol

Record 4
A gas-phase ion, C2H8N3O2 (charge +1) at a distorted geometry, computed with ωB97M-V/def2-TZVPD.

Element x y z (Å)
C  1.037  -0.368  1.013
N  0.172  0.171  0.028
C  -0.225  1.568  0.170
N  -0.525  -0.572  -0.744
O  -1.530  0.173  -1.217
N  -0.408  -1.803  -1.045
O  -1.407  -2.276  -1.868
H  2.098  -0.096  0.743
H  0.827  0.163  1.871
H  0.927  -1.397  1.135
H  -0.656  1.900  -0.765
H  -0.871  1.597  0.940
H  0.751  2.138  0.335
H  -1.783  -0.157  -2.135
H  -1.117  -3.060  -2.225

Net charge ... +1
Frontier orbital gap (spin up / spin down) ... 9.87 / 9.87 eV
E_tot ... -10756.0718 eV
E_HOMO (spin up / spin down) ... -14.27 / -14.27 eV
Lowest unoccupied orbital energy (spin up / spin down) ... -4.40 / -4.40 eV
Strongest force on any atom ... 5.47 eV Å⁻¹
Energy relative to the best compared isomer or geometry (same formula, charge and spin) ... 732.5 kJ/mol

Record 5
A molecular structure, C37H47CdF2Ge2O3PS2, computed with ωB97M-V/def2-TZVPD.

Element x y z (Å)
Cd  0.555  -0.034  -0.464
C  -1.565  3.272  1.561
C  -0.809  2.264  2.427
Ge  -0.575  0.401  1.792
C  0.423  -0.188  3.415
C  0.741  -1.665  3.661
C  -2.408  -0.282  2.094
C  -3.197  -1.228  1.573
Ge  -2.688  -2.418  0.089
C  -3.448  -4.222  0.146
C  -4.871  -4.466  -0.378
C  -2.786  -1.557  -1.666
C  -4.180  -1.092  -2.100
C  -4.592  -1.381  2.092
C  -4.866  -1.327  3.462
C  -6.166  -1.437  3.935
C  -7.224  -1.597  3.048
C  -6.969  -1.641  1.683
C  -5.665  -1.541  1.216
H  -1.786  4.184  2.123
H  -2.512  2.867  1.199
H  -0.987  3.558  0.679
H  -1.325  2.135  3.384
H  0.187  2.647  2.669
H  -0.202  0.189  4.230
H  1.347  0.399  3.441
H  -0.147  -2.295  3.566
H  1.126  -1.815  4.674
H  1.501  -2.043  2.970
H  -2.889  0.343  2.859
H  -3.349  -4.562  1.178
H  -2.741  -4.810  -0.438
H  -5.627  -4.031  0.273
H  -5.071  -5.539  -0.440
H  -5.011  -4.052  -1.382
H  -2.370  -2.271  -2.379
H  -2.119  -0.700  -1.651
H  -4.902  -1.913  -2.106
H  -4.145  -0.675  -3.110
H  -4.563  -0.312  -1.435
H  -4.045  -1.215  4.163
H  -6.358  -1.399  5.003
H  -8.238  -1.692  3.417
H  -7.786  -1.753  0.979
H  -5.480  -1.558  0.146
O  0.299  0.338  -2.671
S  1.600  -0.254  -3.104
O  1.592  -0.857  -4.399
O  2.062  -1.105  -1.995
C  2.666  1.176  -3.128
C  2.662  1.902  -4.314
C  3.282  3.137  -4.370
C  3.879  3.654  -3.231
C  3.903  2.923  -2.051
C  3.325  1.655  -1.969
P  3.345  0.691  -0.383
C  4.598  -0.608  -0.686
C  4.735  -1.579  0.303
C  5.664  -2.601  0.163
C  6.459  -2.662  -0.975
C  6.321  -1.699  -1.965
C  5.395  -0.674  -1.823
C  4.277  1.762  0.775
C  3.564  2.375  1.803
C  4.210  3.177  2.738
C  5.580  3.370  2.649
C  6.304  2.759  1.629
C  5.659  1.956  0.699
H  2.158  1.482  -5.180
H  3.286  3.700  -5.295
H  4.337  4.636  -3.260
H  4.386  3.345  -1.179
H  4.106  -1.537  1.188
H  5.764  -3.351  0.938
H  7.177  -3.466  -1.093
H  6.939  -1.745  -2.856
H  5.294  0.067  -2.607
H  2.491  2.221  1.873
H  3.644  3.644  3.536
H  6.089  3.991  3.377
H  7.376  2.904  1.559
H  6.230  1.475  -0.086
F  -0.041  -2.643  -0.848
C  -0.738  -2.864  0.346
F  -0.567  -4.198  0.663
H  -0.212  -2.298  1.107
C  -1.107  2.995  -3.020
S  -2.245  2.136  -1.915
C  -3.628  1.937  -3.054
H  -0.862  2.367  -3.875
H  -0.190  3.194  -2.462
H  -1.542  3.941  -3.345
H  -3.929  2.909  -3.446
H  -4.456  1.508  -2.489
H  -3.361  1.269  -3.875

Net charge ... 0
Frontier orbital gap ... 8.53 eV
E_tot ... -199264.4311 eV
E_HOMO ... -8.21 eV
Lowest unoccupied orbital energy ... 0.32 eV
Strongest force on any atom ... 0.45 eV Å⁻¹
Energy relative to the best compared isomer or geometry (same formula, charge and spin) ... 0.0 kJ/mol

Record 6
A molecular structure, C57H56Cl4N5O3RbSb2 at a distorted geometry, computed with ωB97M-V/def2-TZVPD.

Element x y z (Å)
Rb  0.130  -2.203  -1.485
Cl  -6.315  -5.265  -2.957
C  -5.086  -4.090  -2.589
C  -5.346  -2.747  -2.736
Cl  -6.917  -2.203  -3.254
C  -4.320  -1.823  -2.470
Cl  -4.659  -0.114  -2.637
C  -3.009  -2.177  -2.111
O  -2.086  -1.316  -1.891
C  -2.733  -3.620  -1.937
O  -1.590  -4.008  -1.530
C  -3.808  -4.496  -2.169
Cl  -3.512  -6.194  -1.868
C  5.771  -0.519  2.283
C  4.397  -0.561  2.494
C  3.556  -1.087  1.534
C  4.069  -1.573  0.323
C  5.454  -1.521  0.117
C  6.290  -1.004  1.089
N  3.174  -2.149  -0.564
N  3.460  -2.105  -1.786
C  2.673  -2.855  -2.644
C  2.341  -4.180  -2.292
C  1.550  -4.964  -3.106
C  1.075  -4.445  -4.303
C  1.463  -3.159  -4.676
C  2.202  -2.296  -3.862
H  6.431  -0.116  3.041
H  3.983  -0.194  3.427
H  2.484  -1.131  1.692
H  5.852  -1.903  -0.814
H  7.361  -0.979  0.923
H  2.805  -4.610  -1.407
H  1.316  -5.980  -2.815
H  0.416  -5.041  -4.927
H  1.143  -2.786  -5.649
C  0.759  3.432  2.272
C  1.357  2.977  3.609
C  0.452  2.017  4.382
Sb  -0.137  0.210  3.264
C  -1.894  1.090  2.387
C  -2.240  0.771  1.080
C  -3.367  1.322  0.484
C  -4.154  2.215  1.191
C  -3.826  2.535  2.503
C  -2.711  1.967  3.098
C  -1.208  -0.521  5.019
C  -0.489  -0.879  6.157
C  -1.115  -1.441  7.261
C  -2.485  -1.660  7.243
C  -3.215  -1.318  6.114
C  -2.578  -0.761  5.014
Sb  1.171  1.999  0.640
C  2.734  3.381  0.003
C  3.858  3.521  0.814
C  4.827  4.478  0.548
C  4.688  5.315  -0.550
C  3.594  5.162  -1.390
C  2.633  4.198  -1.118
C  -0.253  2.863  -0.732
C  -0.645  4.193  -0.623
C  -1.532  4.746  -1.537
C  -2.027  3.971  -2.577
C  -1.645  2.643  -2.692
C  -0.769  2.090  -1.768
H  1.211  4.376  1.961
H  -0.317  3.589  2.383
H  1.547  3.860  4.235
H  2.335  2.507  3.441
H  -0.453  2.545  4.691
H  0.953  1.673  5.291
H  -1.646  0.064  0.510
H  -3.623  1.041  -0.528
H  -5.026  2.659  0.724
H  -4.440  3.229  3.068
H  -2.488  2.205  4.132
H  0.585  -0.721  6.181
H  -0.535  -1.716  8.135
H  -2.980  -2.093  8.104
H  -4.286  -1.490  6.092
H  -3.157  -0.512  4.133
H  3.986  2.861  1.666
H  5.689  4.576  1.197
H  5.429  6.079  -0.752
H  3.488  5.803  -2.259
H  1.794  4.075  -1.793
H  -0.253  4.806  0.180
H  -1.842  5.780  -1.434
H  -2.715  4.400  -3.297
H  -2.051  2.024  -3.483
H  -0.503  1.045  -1.861
O  -1.003  -2.325  2.514
C  -2.034  -2.951  2.259
C  -2.896  -2.651  1.066
C  -4.286  -2.106  1.415
C  -5.297  -3.182  1.807
C  -4.918  -3.961  3.066
C  -3.622  -4.763  2.908
N  -2.428  -3.955  3.073
H  -2.993  -3.554  0.458
H  -2.369  -1.921  0.451
H  -4.666  -1.588  0.532
H  -4.198  -1.365  2.217
H  -5.408  -3.879  0.971
H  -6.272  -2.710  1.965
H  -5.729  -4.654  3.312
H  -4.799  -3.269  3.905
H  -3.608  -5.235  1.920
H  -3.583  -5.552  3.659
H  -1.845  -4.102  3.881
N  2.197  0.982  -1.803
C  2.745  1.163  -2.804
N  3.369  1.385  -3.936
C  4.326  2.468  -4.062
C  3.875  3.434  -5.156
C  3.621  2.673  -6.460
C  2.601  1.554  -6.235
C  3.090  0.611  -5.138
H  5.307  2.049  -4.323
H  4.415  2.981  -3.104
H  4.640  4.202  -5.301
H  2.953  3.926  -4.835
H  4.564  2.237  -6.810
H  3.271  3.360  -7.235
H  2.442  0.993  -7.158
H  1.646  1.991  -5.931
H  4.016  0.118  -5.459
H  2.376  -0.176  -4.886

Net charge ... -2
Frontier orbital gap ... 4.82 eV
E_tot ... -137430.0659 eV
E_HOMO ... -1.10 eV
Lowest unoccupied orbital energy ... 3.71 eV
Strongest force on any atom ... 2.64 eV Å⁻¹
Energy relative to the best compared isomer or geometry (same formula, charge and spin) ... 156.1 kJ/mol

Record 7
2 unconnected molecules or ions with the total composition C5H9ClO at a distorted geometry, computed with ωB97M-V/def2-TZVPD.

Element x y z (Å)
O  2.794  -0.126  -1.373
C  2.454  -0.160  -0.049
C  1.746  0.805  0.486
Cl  1.258  2.214  -0.473
H  2.811  0.731  -1.800
H  2.649  -0.983  0.641
H  1.602  0.669  1.561
C  -1.427  1.125  0.836
C  -0.933  -0.079  0.544
C  -1.155  -0.849  -0.720
H  -1.421  1.650  1.747
H  -1.873  1.669  0.127
H  -0.250  -0.627  1.144
H  -1.839  -0.369  -1.271
H  -1.432  -1.796  -0.542
H  -0.206  -0.736  -1.212

Net charge ... 0
Frontier orbital gap ... 9.83 eV
E_tot ... -19898.0484 eV
E_HOMO ... -9.08 eV
Lowest unoccupied orbital energy ... 0.75 eV
Strongest force on any atom ... 4.65 eV Å⁻¹
Energy relative to the best compared isomer or geometry (same formula, charge and spin) ... 304.8 kJ/mol

Question: What is the E_tot in the fourth record?
Answer: -10756.0718 eV